Computed, not measured: 11 unconnected molecules or ions with the total composition H22O11 in a non-equilibrium geometry, with ωB97M-V/def2-TZVPD.

Geometry as XYZ:
```
33
Properties=species:S:1:pos:R:3:forces:R:3
H 0.049 0.733 -0.347 -2.4 -0.3 1.0
H -1.234 1.049 0.419 -1.6 2.9 0.9
H -1.863 -0.516 -1.970 -0.2 -1.0 1.0
H -1.432 -1.964 -1.811 0.0 -0.4 -0.5
H 0.987 -2.011 -0.524 -0.6 -0.7 0.1
H -0.243 -2.788 -1.032 -0.3 -0.3 -0.9
H 4.734 -1.002 -0.971 -1.1 -1.4 1.9
H 3.869 -1.115 0.327 -1.8 2.2 1.9
H 1.340 -0.101 0.236 -0.7 0.2 1.0
H 2.605 0.862 0.622 -1.5 -2.3 -1.0
H 4.443 0.344 -1.831 0.0 -0.2 -0.6
H 3.517 1.429 -1.579 -0.6 -1.9 0.1
H -2.938 4.775 -0.227 -0.6 -1.3 -0.5
H -2.892 4.102 -1.580 -0.2 -0.4 0.3
H -0.257 2.853 1.179 -0.7 0.1 -0.8
H -1.645 2.960 0.307 2.4 0.2 0.0
H -3.881 -0.834 2.307 -1.9 0.2 -0.8
H -4.621 -0.989 0.977 0.2 -0.2 -1.2
H -5.008 -3.077 0.578 0.1 -0.1 -0.2
H -3.537 -2.906 0.253 0.2 0.0 -0.2
H 3.865 -0.224 1.709 -0.3 -0.1 0.3
H 5.231 -0.071 2.358 -0.9 0.4 0.1
O -0.745 0.341 0.147 4.1 -2.8 -1.9
O -1.953 -1.303 -1.375 -0.8 1.1 -1.1
O 0.254 -2.604 -0.259 1.6 0.4 1.1
O 4.254 -1.594 -0.329 3.6 -2.8 -3.7
O 2.288 -0.042 0.245 0.5 2.1 2.3
O 3.525 0.412 -1.534 1.5 3.9 -1.9
O -3.224 3.931 -0.680 0.9 1.7 0.3
O -0.620 2.898 0.268 -1.7 0.7 0.7
O -4.789 -0.748 1.875 1.8 0.0 1.9
O -4.389 -3.063 -0.165 -0.3 0.1 0.3
O 4.307 0.264 2.408 1.2 -0.2 -0.1
```
Forces are in eV/Å.

Summary:
SMILES string: O.O.O.O.O.O.O.O.O.O.O
HOMO (eV): -10.49
Total energy (eV): -22876.2296
Gap between HOMO and LUMO (eV): 10.390

These are the Löwdin partial charges, in e, on atoms 1 to 4: 0.072, -0.046, 0.070, 0.002